[1]
Computed, not measured: 9 unconnected molecules or ions with the total composition C4H22O12 in a non-equilibrium geometry, with ωB97M-V with the def2-TZVPD basis set.

Computed properties:
**SMILES string**: O=C(O)CCC(=O)O.O.O.O.O.O.O.O.O
**Highest occupied orbital energy**: -10.5 eV
**HOMO-LUMO gap**: 10.421 eV
**Charge**: 0

Each line ends with the natural charge from an NBO analysis.
Cartesian coordinates (Å):
O: 0.11922 2.51910 0.65362  -0.61
C: -0.95307 2.86734 0.24804  0.82
O: -1.11839 3.80934 -0.70755  -0.70
C: -2.28035 2.28024 0.67944  -0.52
C: -2.17092 0.86384 1.32016  -0.53
C: -2.14299 -0.25514 0.26521  0.82
O: -1.35177 -0.57089 -0.59411  -0.64
O: -3.24604 -0.95916 0.52565  -0.68
H: -0.46534 4.52460 -0.61890  0.51
H: -3.05208 2.24197 -0.14098  0.25
H: -2.74203 2.84118 1.56471  0.26
H: -3.11968 0.82413 1.88501  0.24
H: -1.37017 0.81980 2.07813  0.29
H: -3.43498 -1.69980 -0.07809  0.51
O: 0.81120 0.78557 2.62310  -0.97
H: 0.91627 1.42837 1.87872  0.49
H: 1.73531 0.48512 2.59876  0.48
O: -0.60630 -4.51445 -0.22735  -0.94
H: -0.27876 -4.74650 0.65150  0.46
H: -0.10728 -3.68788 -0.30931  0.48
O: 0.92743 -1.90514 -0.44615  -0.98
H: 0.19794 -1.53061 0.07095  0.51
H: 0.84724 -1.67346 -1.37442  0.49
O: 0.20112 1.36287 -1.94906  -0.96
H: -0.40060 2.11426 -1.93772  0.47
H: 0.36223 1.00794 -1.06480  0.48
O: 3.27528 1.35380 -1.27836  -0.96
H: 3.99286 2.00860 -1.42142  0.47
H: 2.44832 1.83081 -1.15616  0.48
O: 3.46419 -1.52236 0.38732  -1.01
H: 4.18523 -0.95277 0.13204  0.50
H: 2.68972 -1.69213 -0.17150  0.51
O: -0.57710 -2.06475 -3.92384  -0.94
H: 0.35690 -2.08129 -4.23309  0.48
H: -0.60928 -1.81756 -2.97986  0.47
O: 2.88987 -2.05462 3.01390  -0.96
H: 2.65642 -1.59209 2.19038  0.49
H: 2.37849 -2.86566 2.98710  0.46


[2]
Computed, not measured: 9 unconnected molecules or ions with the total composition C4H23NO11 in a non-equilibrium geometry, with ωB97M-V with the def2-TZVPD basis set.

Computed properties:
**Highest occupied orbital energy**: -2.7 eV
**Relative energy (zero: lowest compared OMol25 entry of this formula, charge and spin)**: 0.00 kcal/mol
**HOMO-LUMO gap**: 8.109 eV
**Charge**: -2

Each line ends with the natural charge from an NBO analysis.
Cartesian coordinates (Å):
C: -0.17986 -0.57799 -1.46340  -0.05
O: -0.57909 0.69425 -1.85898  -0.99
C: -0.25728 -0.87506 0.07577  -0.02
C: 1.09259 -1.20154 0.73577  -0.54
C: 1.46073 -0.57338 2.08854  0.80
O: 2.62264 -0.14198 2.26229  -0.77
O: 0.57991 -0.67375 2.98803  -0.82
N: -1.10232 0.09735 0.76526  -0.87
H: 0.87954 -0.60172 -1.75318  0.12
H: -0.78981 -1.36458 -1.93352  0.14
H: -0.82800 -1.81460 0.15716  0.11
H: 1.05623 -2.26478 1.01354  0.23
H: 1.94177 -1.20199 0.04602  0.20
H: -0.57229 0.62287 1.44389  0.37
H: -1.52203 0.72668 0.09855  0.39
H: -2.86703 2.63183 -2.03766  0.45
H: -2.12229 1.30353 -1.93486  0.51
O: -3.04190 1.68558 -2.04559  -1.01
H: -0.48558 2.17967 -1.08723  0.50
H: 0.49311 2.87125 -0.17511  0.48
O: -0.36404 3.04109 -0.59145  -1.03
H: 2.78048 1.88137 -0.25642  0.46
H: 2.61009 1.28012 1.16067  0.51
O: 2.41267 2.07830 0.60965  -1.00
H: 0.60806 -0.27952 -4.11227  0.45
H: -0.44205 0.69507 -3.57835  0.52
O: 0.11286 0.49223 -4.39104  -1.01
H: 2.37824 0.47277 -1.61843  0.47
H: 1.92174 1.04298 -2.91588  0.50
O: 2.73620 0.75892 -2.46471  -0.97
H: -1.44256 -3.02460 -0.11223  0.47
H: -2.50527 -4.06604 0.18388  0.46
O: -1.74580 -3.91694 -0.38364  -0.95
H: -2.04412 -1.53475 2.40144  0.47
H: -0.66893 -1.80416 2.88053  0.50
O: -1.52931 -2.28623 2.72519  -1.02
H: -0.16569 0.50259 3.98379  0.51
H: -0.00082 1.98068 4.42465  0.45
O: -0.43079 1.16444 4.66934  -1.00